## one
An isolated molecule of C5H4. Source: OMol25; level of theory: ωB97M-V/def2-TZVPD.

```
! RIJCOSX wB97M-V def2-TZVPD def2/J DEFGRID3
* xyz 0 1
C 2.719 0.063 0.038
C 1.543 -0.010 0.018
C 0.133 0.007 -0.030
C -1.073 -0.165 -0.051
C -2.496 0.050 0.021
H 3.807 -0.070 -0.130
H -3.068 -0.291 -0.852
H -2.902 -0.444 0.929
H -2.792 1.133 0.076
*
```

Properties
SMILES: C#CC#CC
E_LUMO: 0.90 eV

=====

## two
An isolated molecule of C5H4. Source: OMol25; level of theory: ωB97M-V/def2-TZVPD.

```
! RIJCOSX wB97M-V def2-TZVPD def2/J DEFGRID3
* xyz 0 1
C 1.363 0.962 -0.453
C 0.169 0.264 -0.025
C -0.788 -0.464 0.281
C -1.626 -1.545 0.551
C -2.419 -2.502 0.776
H 1.762 1.657 0.291
H 1.243 1.463 -1.418
H 2.106 0.162 -0.586
H -1.811 0.004 0.583
*
```

Properties
E_LUMO (alpha / beta): -1.44 / -1.45 eV

=====

## three
An isolated molecule of C5H4. Source: OMol25; level of theory: ωB97M-V/def2-TZVPD.

```
! RIJCOSX wB97M-V def2-TZVPD def2/J DEFGRID3
* xyz 0 1
C 0.922 -0.814 1.286
C 0.960 0.384 0.750
C 0.639 1.372 -0.021
C -0.361 1.146 -0.819
C -1.309 0.401 -1.307
H 0.268 -1.016 2.131
H 1.489 -1.625 0.840
H -1.203 -0.573 -0.797
H -2.090 0.557 -2.028
*
```

Properties
SMILES: C=C=C=C=C
E_LUMO: 0.02 eV

=====

## four
A structure of composition C5H4. Source: OMol25; level of theory: ωB97M-V/def2-TZVPD.

```
! RIJCOSX wB97M-V def2-TZVPD def2/J DEFGRID3
* xyz 0 1
C -1.241 0.885 -0.073
C 0.077 1.303 -0.259
C 0.413 -0.803 0.152
C 0.072 0.106 -1.030
C 0.048 0.504 0.952
H -0.355 -1.468 0.185
H 1.290 -1.365 0.098
H -0.153 -0.053 -2.022
H -0.152 0.891 1.998
*
```

Properties
E_LUMO: -0.67 eV

=====

Which structure loses on stability? two does.

=====

## one
An isolated molecule of C5H4. Source: OMol25; level of theory: ωB97M-V/def2-TZVPD.

```
! RIJCOSX wB97M-V def2-TZVPD def2/J DEFGRID3
* xyz 0 1
C -2.550 -0.531 0.153
C -1.508 -0.003 -0.139
C -0.267 0.576 -0.553
C 0.897 0.127 -0.147
C 2.065 -0.150 0.353
H -3.469 -1.007 0.410
H -0.284 1.422 -1.237
H 2.713 -0.956 0.024
H 2.403 0.522 1.135
*
```

Properties
SMILES: C#CC=C=C
E_LUMO: 0.91 eV

=====

## two
An isolated molecule of C5H4. Source: OMol25; level of theory: ωB97M-V/def2-TZVPD.

```
! RIJCOSX wB97M-V def2-TZVPD def2/J DEFGRID3
* xyz 0 1
C -1.762 -0.292 -0.017
C -0.376 0.133 0.000
C 0.755 0.547 0.011
C 2.160 0.473 0.021
C 3.370 0.956 0.022
H -1.985 -0.934 0.842
H -1.986 -0.845 -0.934
H -2.397 0.593 0.028
H 2.221 -0.631 0.026
*
```

Properties
E_LUMO: -0.40 eV

=====

Which structure loses on stability? two does.

=====

## one
A cluster of 2 separate species, CHN3O2 in total. Source: OMol25; level of theory: ωB97M-V/def2-TZVPD.

```
! RIJCOSX wB97M-V def2-TZVPD def2/J DEFGRID3
* xyz 0 1
C 0.318 0.232 0.295
H 0.707 2.079 -0.040
N -0.243 -0.782 1.062
N -1.147 -1.515 0.155
N -0.881 -1.067 -1.061
O 1.286 1.001 0.585
O -0.039 0.051 -0.997
*
```

Properties
E_LUMO: -1.75 eV

=====

## two
An isolated molecule of CHN3O2. Source: OMol25; level of theory: ωB97M-V/def2-TZVPD.

```
! RIJCOSX wB97M-V def2-TZVPD def2/J DEFGRID3
* xyz 0 1
N -2.633 0.711 -0.006
C -1.497 0.576 0.031
N -0.317 -0.026 0.003
O -0.594 -1.374 0.103
N 0.794 0.492 0.059
O 1.779 -0.490 0.035
H 2.468 0.112 -0.225
*
```

Properties
SMILES: N#C/[N+]([O-])=N/O
E_LUMO (alpha / beta): -1.21 / -1.21 eV

=====

Which structure loses on stability? two does.